141
Properties=species:S:1:pos:R:3:forces:R:3:lowdin_charge:R:1 method="wB97M-V/def2-TZVPD" homo_energy_ev=-11.053 homo_lumo_gap_ev=7.9 charge=+1 energy_ha=-10301.4870
C 7.150649 2.086146 1.012374 0.1 -0.1 0.2 -0.059
C 6.407724 0.939562 0.369574 0.0 -0.1 0.3 -0.290
O 6.505078 1.044080 -1.038332 -0.1 0.1 0.0 -0.135
C 5.609983 0.212836 -1.737640 -0.1 -0.1 -0.1 -0.187
C 4.199980 0.789109 -1.732105 0.1 -0.2 0.1 -0.219
O 3.435253 0.133732 -2.728752 0.1 0.1 -0.1 -0.120
C 2.361383 0.889336 -3.246385 -0.2 -0.1 -0.1 -0.175
C 1.037838 0.291153 -2.836562 -0.2 0.2 -0.1 -0.167
O 0.904594 0.328338 -1.418621 0.2 -0.1 0.0 -0.129
C 0.249904 -0.791796 -0.914188 0.2 0.2 0.0 -0.246
C 0.384876 -0.804407 0.605613 0.2 0.0 -0.1 -0.620
S 2.192143 -0.903288 1.055668 0.1 0.1 0.0 0.860
O -0.124189 0.423004 1.047644 -0.3 -0.4 0.1 -0.078
C -0.507568 0.685342 2.397039 0.2 0.3 0.2 -0.392
C -1.652569 1.726152 2.346949 0.1 0.0 -0.6 -0.121
C -1.713989 2.588910 1.082225 -0.4 0.3 0.2 -0.159
C -2.947444 3.513046 1.171007 -0.1 -0.2 -0.1 -0.170
C -4.027205 3.167135 0.142446 0.0 0.1 0.1 -0.166
C -5.389920 3.678630 0.567643 -0.1 0.1 0.1 -0.170
O -5.977728 2.801911 1.564276 0.3 -0.2 -0.1 -0.042
C -7.002784 2.015939 1.106005 0.1 0.1 0.1 -0.530
C -6.596335 0.602325 0.780384 -0.2 0.0 0.2 0.016
O -8.116008 2.431425 1.005017 -0.1 0.1 -0.1 0.147
C 0.665376 1.296287 3.198456 0.3 -0.2 0.1 -0.122
C 1.158819 2.643959 2.693890 -0.1 0.0 0.1 -0.841
O 0.700302 3.656963 3.107269 -0.1 0.2 0.1 0.029
I 2.740354 2.717639 1.286876 0.1 0.0 -0.1 1.016
C -0.914486 -0.610730 3.137588 -0.4 0.4 0.1 -0.091
B -1.905789 -0.495367 4.408265 -0.4 0.1 0.1 -0.543
N -1.838610 0.483503 5.466414 0.5 -0.3 0.0 0.188
O -2.861501 -1.499109 4.436388 0.9 -0.6 -0.5 0.121
N -1.450178 -1.648383 2.158068 0.4 0.3 0.0 -0.093
P -3.066537 -1.185122 1.359224 -0.4 0.1 -0.8 0.834
N -2.981532 -0.340135 0.084039 -0.4 0.0 0.3 -0.185
C -0.288933 -2.050755 1.277266 0.1 -0.2 0.0 -0.295
C -0.463665 -3.358879 0.478871 0.2 0.0 0.4 -0.667
Br -1.839339 -3.369114 -0.878614 -0.1 0.0 -0.1 0.808
C -0.569981 -4.541437 1.473223 0.1 -0.2 -0.2 -0.762
C 0.785426 -4.846808 2.120021 -0.2 -0.1 0.0 -0.129
Br -1.131730 -6.196437 0.608322 0.0 0.1 0.2 0.784
H 7.198784 1.923742 2.087667 0.0 0.1 -0.1 0.051
H 8.174291 2.133508 0.642991 0.0 0.1 -0.1 0.085
H 6.653885 3.040814 0.839788 0.0 0.0 -0.1 0.079
H 5.361214 0.941042 0.702311 0.0 0.1 -0.1 0.068
H 6.830828 -0.015705 0.711398 0.1 0.0 -0.1 0.125
H 5.949922 0.151329 -2.771217 0.1 0.1 0.0 0.133
H 5.618869 -0.808644 -1.333133 0.0 0.0 0.0 0.128
H 3.721820 0.637909 -0.760767 0.0 0.2 0.0 0.024
H 4.280660 1.862295 -1.935774 0.0 0.0 0.0 0.132
H 2.410966 0.858388 -4.337624 0.0 0.0 0.0 0.117
H 2.418361 1.941484 -2.953196 0.0 0.0 0.2 0.134
H 0.216031 0.852961 -3.295227 0.0 0.0 0.0 0.134
H 0.977320 -0.734365 -3.215568 0.1 -0.1 0.2 0.124
H -0.812386 -0.784269 -1.172494 0.0 0.0 0.0 0.089
H 0.730010 -1.697384 -1.309493 -0.2 -0.1 0.0 0.119
H 2.454376 -2.004689 0.334879 0.0 -0.1 0.0 -0.084
H -2.633599 1.247537 2.431089 0.0 0.0 0.1 0.092
H -1.529788 2.406461 3.190335 -0.1 -0.1 0.1 0.120
H -0.821774 3.206404 0.995527 0.1 -0.2 -0.2 0.108
H -1.821616 1.943746 0.214090 0.3 0.1 -0.1 0.093
H -3.401653 3.427739 2.163475 0.1 0.1 0.0 0.112
H -2.653237 4.553740 1.034284 0.0 0.0 0.1 0.122
H -3.773285 3.603622 -0.826290 0.0 0.0 0.0 0.128
H -4.085794 2.083347 0.008905 0.0 0.0 0.0 0.083
H -5.302210 4.653331 1.047326 0.0 0.1 -0.1 0.126
H -6.076619 3.774636 -0.274229 0.0 0.0 0.0 0.126
H -7.486754 0.018019 0.567033 0.0 0.0 -0.1 0.089
H -5.922642 0.592860 -0.076838 0.1 0.0 0.0 0.076
H -6.081044 0.171327 1.640769 0.1 0.0 0.0 0.070
H 1.484263 0.581163 3.295635 0.1 0.1 -0.2 0.094
H 0.310272 1.527552 4.203624 -0.1 -0.1 0.0 0.122
H 0.003111 -1.040754 3.564839 0.0 -0.2 -0.1 0.164
H -2.103365 1.426343 5.200659 -0.2 0.0 0.1 0.093
H -0.928138 0.550585 5.911305 0.0 0.1 0.0 0.091
H -2.858316 -2.067440 5.215983 -0.6 0.5 0.4 0.133
H -1.669221 -2.455157 2.747479 -0.2 0.0 0.0 0.123
H -3.620762 -2.470196 1.307729 0.0 -0.1 0.3 0.021
H -3.646617 -0.536449 2.438977 0.2 -0.1 0.2 0.027
H -3.288469 -0.818340 -0.754512 0.3 0.0 -0.1 0.003
H 0.452218 -2.355185 2.011318 -0.1 0.1 0.2 0.076
H 0.483428 -3.507946 -0.041167 -0.1 0.1 -0.2 0.101
H -1.360910 -4.378238 2.207607 0.1 0.1 0.0 0.074
H 1.362095 -3.955256 2.368694 0.0 0.0 0.1 0.071
H 0.644366 -5.453117 3.012355 0.0 0.1 0.1 0.089
H 1.378236 -5.445592 1.430546 0.1 0.1 -0.1 0.076
C -0.843660 -9.112954 -1.444273 -0.1 -0.1 0.0 -0.078
C 0.531095 -9.355274 -2.025455 0.0 0.2 0.0 -0.192
O 0.786008 -10.765869 -2.185926 0.0 0.0 0.0 0.033
C 0.293619 -11.316843 -3.288146 0.0 0.0 0.0 -0.397
O -0.331657 -10.772828 -4.148281 0.0 0.0 0.0 0.173
C 0.683859 -12.812875 -3.345185 0.0 0.1 0.0 -0.552
F 0.515115 -13.403932 -2.159373 0.0 0.0 0.0 0.170
F 1.973519 -12.922144 -3.690693 0.0 0.0 0.0 0.169
F -0.053438 -13.447268 -4.246158 0.0 0.0 0.0 0.181
H -0.960133 -9.647539 -0.500779 0.0 0.0 0.0 0.088
H -0.980999 -8.045619 -1.263998 0.0 -0.1 -0.1 -0.009
H -1.623257 -9.451177 -2.125396 0.0 0.0 0.0 0.085
H 1.313227 -9.008369 -1.353380 0.0 -0.1 0.0 0.125
H 0.653508 -8.856519 -2.986051 0.0 -0.1 0.0 0.126
C 1.130267 -1.212683 -10.949622 0.0 0.2 0.1 -0.056
C 1.019847 -1.962596 -9.642947 0.0 -0.2 -0.2 -0.185
O 1.206035 -1.071720 -8.512896 0.0 0.0 0.0 0.035
C 0.143172 -0.388933 -8.130992 0.0 0.0 0.0 -0.409
O -0.958631 -0.419151 -8.591927 0.0 0.0 0.0 0.175
C 0.500983 0.484701 -6.905613 0.0 0.0 0.0 -0.538
F 1.679342 1.092664 -7.051011 0.0 0.0 0.0 0.171
F 0.570122 -0.289595 -5.802444 0.0 0.0 -0.1 0.145
F -0.429776 1.407336 -6.696670 0.0 0.0 0.0 0.177
H 2.083983 -0.688844 -11.009997 0.0 0.0 0.0 0.085
H 1.063688 -1.913485 -11.781163 0.0 0.0 0.0 0.086
H 0.329055 -0.481641 -11.050101 0.0 0.0 0.0 0.081
H 1.809965 -2.702003 -9.539185 0.0 0.1 0.1 0.126
H 0.058899 -2.465150 -9.544090 0.0 0.1 0.0 0.125
C -8.435349 5.943244 0.209417 0.0 0.0 0.1 -0.051
C -8.542428 6.848074 -0.993842 -0.1 -0.2 -0.1 -0.180
O -7.833138 8.090519 -0.767672 0.1 0.0 -0.1 0.040
C -6.526463 8.042398 -0.949059 0.0 0.0 0.0 -0.403
O -5.867778 7.092632 -1.263866 0.0 0.0 0.0 0.154
C -5.911339 9.444644 -0.725219 0.0 -0.1 0.0 -0.551
F -6.420289 10.033351 0.359392 0.0 0.0 0.0 0.171
F -6.165931 10.220417 -1.786052 0.0 0.0 0.0 0.171
F -4.593707 9.350849 -0.576075 0.0 0.0 0.0 0.172
H -8.798852 6.445700 1.105804 -0.1 0.0 0.0 0.091
H -9.022050 5.037988 0.056866 0.0 0.0 0.0 0.083
H -7.400591 5.652307 0.380969 0.0 0.0 0.0 0.051
H -9.569992 7.142085 -1.191432 0.0 0.1 0.1 0.127
H -8.144319 6.371759 -1.889024 0.1 0.1 0.0 0.125
C 8.513733 4.109876 7.875820 -0.2 0.0 -0.1 -0.057
C 8.950731 2.697530 7.565533 0.2 0.1 0.1 -0.183
O 7.868740 1.934664 6.970417 0.0 0.0 0.0 0.036
C 7.694689 2.093013 5.672392 0.0 0.0 0.0 -0.407
O 8.315021 2.785821 4.922143 0.0 0.0 0.0 0.174
C 6.543389 1.183418 5.184029 0.0 0.0 0.0 -0.540
F 5.487717 1.222984 6.006066 0.0 0.0 0.0 0.162
F 6.958858 -0.088204 5.108339 0.0 0.0 0.0 0.167
F 6.141543 1.564254 3.972507 -0.1 -0.1 0.2 0.147
H 7.632688 4.105213 8.517486 0.0 0.0 0.0 0.084
H 9.316659 4.637246 8.389737 0.0 0.0 0.0 0.086
H 8.272852 4.654233 6.963579 0.1 0.0 0.0 0.080
H 9.204033 2.149790 8.469605 -0.1 0.0 0.0 0.126
H 9.809024 2.676654 6.895964 -0.1 0.0 -0.1 0.126